(1)
C25H19F10MnN3O as an isolated structure, computed with ωB97M-V/def2-TZVPD.

```
59
Properties=species:S:1:pos:R:3:forces:R:3
Mn 0.62576 -0.61878 -0.94046 0.6363 -0.2903 -0.2171
C 3.42341 -0.30254 -1.45186 -0.0564 -0.0482 0.0265
N 2.38749 -1.34464 -1.67971 -0.0278 0.1138 0.1091
C 2.16923 -1.55318 -3.13535 -0.0186 0.0760 0.0017
C 1.42728 -0.35245 -3.71798 0.0517 0.1334 0.1444
N 0.64930 0.24352 -2.63145 -0.3451 0.0817 0.0296
C 0.16076 1.54263 -2.78695 0.1899 -0.2397 0.0917
C 0.31862 2.46108 -1.75196 -0.0314 0.0137 0.0871
F 0.97407 2.06303 -0.63392 0.0633 -0.1195 0.0696
C -0.16216 3.75094 -1.79916 0.0280 0.0618 0.0331
F 0.00880 4.57521 -0.76994 0.0051 -0.0217 0.0131
C -0.80813 4.18613 -2.94310 -0.0342 0.1314 0.0551
F -1.27539 5.42528 -3.01694 0.0030 0.0008 0.0035
C -0.96749 3.31443 -4.00198 -0.0762 -0.0627 -0.1783
F -1.59963 3.71875 -5.09698 0.0272 -0.0247 0.0165
C -0.49893 2.01374 -3.91446 -0.0610 -0.0031 -0.1934
F -0.71060 1.19046 -4.94650 -0.0043 -0.0034 0.0067
C 2.74552 -2.60349 -0.96555 0.0075 0.0944 0.0197
C 2.35869 -2.43766 0.48777 -0.1306 0.0055 0.0175
N 1.01839 -1.84879 0.46347 -0.4032 0.0524 0.0436
C 0.11046 -2.17301 1.47810 0.1689 0.0639 -0.2643
C 0.43727 -2.14632 2.82593 0.1056 0.0022 0.1748
F 1.68256 -1.80643 3.18646 -0.0153 0.0175 0.0074
C -0.49095 -2.39707 3.82059 0.1620 0.0521 0.1527
F -0.13132 -2.33085 5.09862 -0.0032 -0.0054 -0.0510
C -1.80186 -2.66639 3.48675 -0.1697 -0.0044 0.0374
F -2.70455 -2.88201 4.43452 -0.0104 -0.0048 -0.0052
C -2.17033 -2.69532 2.15166 0.0252 -0.0339 0.0753
F -3.43083 -2.95129 1.81456 -0.0365 0.0091 -0.0346
C -1.21912 -2.47104 1.17873 0.0066 -0.0274 -0.0763
F -1.60954 -2.51563 -0.10545 0.0194 -0.1075 -0.0969
H 4.40624 -0.70521 -1.69801 0.0398 -0.0094 -0.0427
H 3.42225 0.00936 -0.40819 0.0039 -0.0352 0.0252
H 3.21559 0.56164 -2.07469 -0.0315 0.0263 -0.0017
H 1.57917 -2.46060 -3.24543 -0.0584 -0.0394 0.0324
H 3.12942 -1.70821 -3.62923 0.0428 -0.0782 -0.0503
H 0.80039 -0.69411 -4.54023 -0.0250 0.0016 -0.0880
H 2.12475 0.38128 -4.13377 0.0322 0.0314 0.0206
H 3.80789 -2.81432 -1.09732 0.0382 -0.0249 -0.0440
H 2.16516 -3.41271 -1.40313 -0.0541 0.0020 -0.0505
H 3.08443 -1.82134 1.02475 0.0026 0.0302 0.0268
H 2.34481 -3.41370 0.97468 0.0255 -0.0281 0.0451
C -3.30503 0.54540 -0.04177 -0.1057 0.0350 0.0134
C -1.90608 0.53455 0.47358 -0.0252 -0.0280 -0.0289
O -1.03373 0.09025 -0.29306 -0.0029 0.2138 0.0593
C -1.59011 1.01508 1.81453 0.0292 0.0209 -0.0320
C -0.28067 0.95328 2.30455 0.0010 0.0141 0.0305
C 0.00484 1.38545 3.58494 -0.0198 0.0079 -0.0011
C -1.01350 1.89577 4.38404 0.0251 -0.0040 -0.0059
C -2.31489 1.97419 3.90410 -0.0044 0.0038 0.0413
C -2.60413 1.53432 2.62660 -0.0630 -0.0072 0.0184
H -3.34442 0.05644 -1.01035 0.0253 -0.0038 0.0054
H -3.65276 1.57697 -0.14120 -0.0031 -0.0237 0.0247
H -3.97187 0.03854 0.65709 -0.0106 0.0024 -0.0236
H 0.51230 0.55825 1.68596 0.0369 -0.0081 -0.0447
H 1.01644 1.32441 3.96423 -0.0200 0.0085 -0.0080
H -0.78947 2.23764 5.38664 -0.0044 -0.0169 -0.0209
H -3.10216 2.37358 4.52911 0.0187 -0.0030 -0.0137
H -3.62164 1.59550 2.26412 0.0310 -0.0012 0.0138
```
Positions in Å, forces in eV/Å.

Values from the calculation:
Lowest unoccupied orbital energy (spin up / spin down) (eV): -3.976 / -4.188
Total charge: +1
<S²>: 6.054
2S+1: 5
Total energy (a.u.): -3352.9678
E_HOMO (spin up / spin down) (eV): -11.18 / -11.25

(2)
A 2-piece molecular cluster, C25H19N2O2 overall, computed with ωB97M-V/def2-TZVPD.

```
48
Properties=species:S:1:pos:R:3:forces:R:3
C -5.56024 0.97806 2.11633 0.3156 -0.7063 0.2611
O -4.93276 -0.22930 2.62353 -0.1472 0.6287 -0.2737
C -3.59325 -0.37981 2.45307 0.8358 0.1839 -0.3013
C -3.01076 -1.56625 2.97222 -0.7277 0.7409 -0.1933
C -1.66148 -1.77546 2.83868 0.8230 0.3886 -0.3733
C -0.82164 -0.82055 2.20729 -1.2952 0.1869 -0.0729
C 0.59859 -1.05711 2.10539 0.9022 1.0794 0.1054
C 1.52758 -0.04670 2.17849 -0.9270 -1.3741 0.2161
C 2.91537 -0.33423 2.14366 3.1232 -0.6791 -0.0920
N 4.06554 -0.54964 2.16487 -2.4624 0.3928 0.0997
C 1.21555 1.28601 2.57470 -0.5902 2.9050 0.6805
N 1.01147 2.38364 2.93482 0.4345 -2.5196 -0.7933
C -1.41894 0.34857 1.68134 0.3400 -0.4181 0.1899
C -2.78143 0.57481 1.78905 -0.7281 -0.5372 0.5460
H -6.60791 0.85781 2.39909 0.1710 0.1569 -0.1183
H -5.13950 1.88067 2.58356 -0.0745 -0.2953 -0.0676
H -5.46637 1.04835 1.02299 0.0026 -0.0806 0.2879
H -3.65507 -2.28521 3.47492 0.1343 0.1571 -0.1234
H -1.19437 -2.66981 3.24962 -0.1997 0.0872 -0.1123
H 0.94767 -2.08684 2.01745 0.0405 0.3266 -0.1202
H -0.80422 1.08718 1.16953 -0.1569 -0.2671 0.0112
H -3.22982 1.48734 1.38536 0.3081 -0.4189 0.0984
C -2.24465 -2.63154 -3.15932 -0.0583 0.0429 0.0192
C -1.03341 -3.08049 -2.61258 -0.3805 0.4980 -0.2160
C -0.03179 -2.18046 -2.27215 -0.1848 -0.0187 -0.0665
C -0.19524 -0.77551 -2.47121 -0.7022 -0.6386 -0.2072
C 0.82518 0.15719 -2.15588 1.5370 0.5610 0.5542
C 2.09606 -0.18059 -1.58652 -1.4100 0.2246 -0.5647
C 3.13057 0.91415 -1.37816 0.4177 0.1787 0.0435
C 4.33739 0.55564 -0.74873 -0.0844 0.2158 0.0271
C 5.27747 1.51618 -0.37915 -0.3135 0.2741 -0.3874
C 5.06819 2.86421 -0.70672 -0.1019 -0.3469 0.0819
C 3.90703 3.22662 -1.39882 0.0780 -0.3035 -0.0149
C 2.95539 2.25683 -1.74321 0.2268 0.1518 0.1957
O 2.41363 -1.33110 -1.20425 0.4191 -0.0549 0.1879
C -1.44184 -0.34216 -3.03314 0.3777 -0.4289 0.2266
C -2.44001 -1.25377 -3.36004 0.3300 -0.2002 0.1337
H -3.03061 -3.34089 -3.42875 0.2042 0.1930 0.0851
H -0.87149 -4.14687 -2.45720 -0.0305 0.1653 -0.0278
H 0.90940 -2.53460 -1.85955 -0.2865 0.1695 -0.1058
H 0.62394 1.20031 -2.39697 0.0401 -0.2277 0.0274
H 4.52712 -0.49201 -0.52205 -0.3005 0.2548 -0.0170
H 6.15971 1.19833 0.17365 -0.0854 0.1508 -0.1530
H 5.81074 3.61296 -0.42351 -0.2555 -0.1387 -0.0773
H 3.74144 4.27154 -1.66742 0.0292 -0.2688 0.0280
H 2.07044 2.55507 -2.30659 0.2291 -0.0520 0.2629
H -1.58631 0.72731 -3.20826 -0.0062 -0.2732 0.0506
H -3.38232 -0.89787 -3.77943 0.1892 -0.0657 0.0592
```
Positions in Å, forces in eV/Å.

Values from the calculation:
Lowest unoccupied orbital energy (eV): 1.727
Total charge: -1
Total energy (a.u.): -1224.0469
E_HOMO (eV): -2.88

(3)
C25H19N3S8SbW as an isolated structure, computed with ωB97M-V/def2-TZVPD.

```
57
Properties=species:S:1:pos:R:3:forces:R:3
W -0.69906 -0.25465 -1.22124 -0.6395 -2.2415 0.3757
S 0.06969 1.70003 -3.25982 0.1510 0.1214 -0.2850
C 1.81740 1.91392 -3.15453 0.1001 -0.0063 -0.0437
C 2.60119 1.98684 -4.30040 0.0271 0.0095 0.0711
C 3.96435 2.22052 -4.18338 -0.0218 -0.0106 -0.0176
C 4.53580 2.40286 -2.93134 0.0215 0.0077 -0.0025
C 3.75291 2.35546 -1.78638 -0.0218 -0.0033 -0.0603
C 2.38802 2.10957 -1.89173 0.1175 -0.0093 -0.0650
S 1.47560 1.87818 -0.39924 -0.0022 -0.1105 0.0273
C 0.19383 3.13624 -0.38528 0.0205 -0.0533 0.0576
C -0.87662 2.61532 0.53181 -0.0758 0.0359 -0.0341
C -1.38888 3.49430 1.46768 0.0218 0.0886 0.0483
C -2.38069 3.08391 2.33425 -0.0714 0.0393 0.1004
C -2.82247 1.77986 2.24827 -0.0836 0.0221 0.0844
C -2.28059 0.93507 1.29873 0.0801 0.0011 0.0258
C -2.73543 -0.47967 1.21765 0.0484 0.0186 0.0607
S -1.61056 -2.18968 -1.48020 0.6750 1.7074 0.2313
C 0.41699 -2.51140 0.84474 -0.1349 0.0483 0.1558
C 0.28037 -3.58159 1.71770 -0.0012 -0.0144 -0.0029
C 1.02714 -4.73316 1.51291 -0.0137 0.0034 0.0051
C 1.92071 -4.80400 0.45431 0.0025 0.0187 -0.0347
C 2.06959 -3.72377 -0.40204 0.0342 -0.0430 -0.0211
C 1.32030 -2.56801 -0.20766 0.0718 0.0164 -0.0329
S 1.57379 -1.17307 -1.24610 -0.0437 0.0853 -0.1161
N -1.31589 1.33722 0.44052 -0.0001 -0.0122 -0.1338
H 2.14129 1.85989 -5.27329 0.0228 -0.0011 0.0448
H 4.57982 2.26910 -5.07302 -0.0359 -0.0045 0.0402
H 5.59867 2.59008 -2.84360 -0.0452 -0.0039 -0.0058
H 4.19618 2.50263 -0.81026 -0.0076 -0.0038 -0.0164
H -0.19843 3.29940 -1.38535 -0.0776 -0.0039 -0.0646
H 0.58240 4.07385 -0.00113 -0.0322 0.0825 0.0071
H -1.00044 4.50354 1.50306 -0.0228 -0.0469 0.0011
H -2.79511 3.76622 3.06631 0.0169 -0.0370 -0.0344
H -3.59161 1.40100 2.90734 0.0159 0.0115 -0.0081
H -3.04344 -0.70837 0.20489 -0.0867 -0.0315 -0.1643
H -3.61340 -0.62265 1.84545 -0.0345 0.0197 0.0480
H -0.40546 -3.53984 2.55370 0.0385 -0.0151 -0.0354
H 0.90056 -5.57446 2.18208 0.0107 0.0305 -0.0316
H 2.49554 -5.70569 0.28766 -0.0081 0.0337 0.0030
H 2.75838 -3.76775 -1.23692 -0.0220 -0.0113 0.0442
S -3.67561 -2.14376 -4.02750 0.1772 0.1074 0.0393
Sb -2.87566 -0.08496 -4.17465 -0.0609 0.2940 -0.2476
S -2.64437 0.95106 -1.98258 0.0482 -0.0159 -0.2176
S -0.16265 -0.31988 -3.62739 -0.1830 0.0862 0.2215
S -2.79421 1.48816 -5.72475 -0.1043 -0.2061 0.1371
N -3.54751 -2.73431 4.37907 0.1290 0.1607 -0.1681
C -2.69910 -2.14775 3.86710 0.0680 -0.0644 0.0968
C -1.63091 -1.44931 3.20509 -0.3243 -0.1456 -0.1125
C -0.71993 -0.74833 3.87250 0.2506 0.1727 0.1552
C 0.38657 -0.13911 3.14224 -0.1162 -0.0584 0.2768
C 0.58429 -0.42000 1.86309 -0.0445 -0.1231 -0.2015
N -0.31454 -1.24159 1.06349 0.0737 0.0611 -0.0276
C -1.66442 -1.47504 1.68999 0.1071 0.1087 0.0574
H -0.75537 -0.68459 4.95351 0.0267 0.0055 -0.0694
H 1.12082 0.45749 3.66785 -0.0582 -0.0271 -0.0136
H 1.47531 -0.12886 1.33157 0.0122 0.0366 -0.0853
H -1.98518 -2.45650 1.35517 0.0045 -0.1303 -0.0624
```
Positions in Å, forces in eV/Å.

Values from the calculation:
Lowest unoccupied orbital energy (eV): -5.057
Relative energy (zero: lowest compared OMol25 entry of this formula, charge and spin) (kJ/mol): 0.00
Total charge: +1
Total energy (a.u.): -4621.0007
E_HOMO (eV): -10.93